Entry from OMol25: a 2-piece molecular cluster, CH5FN2 overall (the ωB97M-V functional and the def2-TZVPD basis).

The HOMO energy (alpha / beta) is -10.11 / -9.90 eV. Its frontier orbital gap (alpha / beta) is 9.92 / 9.57 eV.

The geometry in XYZ format:
```
9
Properties=species:S:1:pos:R:3:nbo_charge:R:1
H 0.1335 1.1225 -0.1478 0.24
H 1.6150 0.6872 -0.8338 0.20
H 1.4736 0.5720 0.8243 0.19
N 0.4850 -0.9336 -0.1004 -0.42
F -1.7281 0.8824 0.3646 -0.27
C 0.9886 0.4007 -0.0334 -0.49
H -1.6710 -1.0007 0.9052 0.30
H 0.3874 -1.2088 -1.0718 0.33
N -1.6841 -0.5218 0.0932 -0.07
```

=====

Entry from OMol25: a 2-piece molecular cluster, CH5FNP overall (the ωB97M-V functional and the def2-TZVPD basis).

The HOMO energy is -10.44 eV. Its frontier orbital gap is 11.34 eV.

The geometry in XYZ format:
```
9
Properties=species:S:1:pos:R:3:nbo_charge:R:1
H 1.7101 1.3833 0.8720 0.18
H 0.2525 0.8626 -0.0977 0.20
F 3.0921 -0.4627 0.2000 -0.25
H -1.8070 0.4326 0.2347 -0.04
H -2.2533 -0.5182 -1.4621 0.00
C 1.2765 0.7401 0.2157 -0.15
N 1.8108 -0.3757 -0.2055 0.01
H -1.4840 -1.4324 0.2628 0.00
P -2.5977 -0.6296 -0.0198 0.04
```

=====

Entry from OMol25: a 2-piece molecular cluster, CH5FSi overall (the ωB97M-V functional and the def2-TZVPD basis).

The HOMO energy is -10.21 eV. Its frontier orbital gap is 11.01 eV.

The geometry in XYZ format:
```
8
Properties=species:S:1:pos:R:3:nbo_charge:R:1
Si -0.8214 -0.5580 0.0260 0.84
H 0.8466 1.3084 -1.2902 0.08
C 0.8512 0.4345 0.0799 -0.21
H -0.7807 -1.4878 1.0634 -0.17
H -1.6727 0.3848 0.5450 -0.19
H -1.2566 -0.8352 -1.3503 -0.14
H 0.8377 1.0220 0.9031 0.16
F 1.9959 -0.2687 0.0230 -0.37
```

=====

Entry from OMol25: one molecule with the formula CH5IN2 (the ωB97M-V functional and the def2-TZVPD basis).

The HOMO energy is -8.52 eV. Its frontier orbital gap is 8.24 eV.

The geometry in XYZ format:
```
9
Properties=species:S:1:pos:R:3:nbo_charge:R:1
C -0.9518 0.6294 0.0020 -0.45
H 0.8564 -1.4088 1.2060 0.39
H -1.9518 0.3948 0.0111 0.21
N 0.8906 -0.9711 0.2006 -0.56
N -0.2608 -0.6312 -0.3486 -0.38
H -0.4087 0.9332 0.9128 0.21
H -0.7407 1.4628 -0.6996 0.19
H -0.1439 -0.6776 -1.3260 0.35
I 2.7107 0.2687 0.0416 0.04
```